(1)
Formula: C54H62Br4O
Source: the OMol25 dataset
Level of theory: wB97M-V/def2-TZVPD

Output
SMILES string: c1ccccc1.c1ccccc1.c1ccccc1.c1ccccc1.c1ccccc1.c1ccccc1.c1ccccc1.c1ccccc1.BrCCBr.BrCCBr.CCO
Net charge: 0
2S+1: 1
HOMO in Eh: -0.3348

Geometry (Å):
C (5.48, -4.00, -0.65)
H (2.46, -4.33, -4.83)
C (1.16, -2.91, 3.31)
C (0.90, -3.59, 4.49)
C (0.13, -5.08, -0.22)
H (-0.97, 5.60, -0.73)
H (5.94, -4.93, -0.98)
C (5.52, -1.60, -0.64)
H (-0.41, 1.33, -1.15)
C (-4.73, 1.42, -1.78)
C (-1.83, 5.35, -0.11)
H (-3.83, -0.19, -4.61)
H (-3.08, -1.91, -2.92)
H (2.14, -2.49, 3.10)
H (2.70, 3.40, 1.40)
H (6.52, 2.22, -0.09)
H (-0.44, 6.79, -4.29)
C (-3.35, -0.27, 3.29)
Br (-0.20, 0.76, 6.22)
C (0.68, -4.49, -1.35)
C (-3.10, 0.94, 3.92)
Br (0.82, -0.57, -2.84)
H (-1.65, 3.28, -0.54)
C (-1.25, -5.25, -0.14)
C (-2.02, 5.43, -3.82)
H (-1.92, -2.99, 1.92)
H (0.76, 2.84, -3.26)
C (0.86, 0.47, 4.61)
C (-3.58, -1.00, -2.64)
C (-2.17, 4.01, 0.06)
C (4.94, -2.57, -4.09)
C (4.93, 2.29, -1.55)
H (1.75, -4.35, -1.42)
H (5.12, 2.98, 1.77)
Br (3.46, 0.56, 3.45)
H (-2.52, -0.78, 2.81)
H (0.57, 1.20, 3.88)
C (0.76, -0.40, -0.90)
C (-3.91, 4.65, 1.59)
H (1.35, 5.12, -3.84)
C (4.24, -3.99, -0.05)
C (-3.49, 5.97, 1.49)
H (-5.05, 2.41, -1.46)
H (4.95, -2.27, -5.14)
H (2.56, 1.36, 5.60)
H (-6.68, -0.49, 3.83)
H (0.63, -0.54, 4.28)
H (-3.45, -1.44, -0.53)
H (-4.79, 1.93, -3.87)
H (5.04, -1.64, -3.52)
H (-3.59, 2.64, 0.93)
H (-6.21, 1.57, 5.07)
C (0.14, -2.68, 2.39)
H (7.06, -2.78, -1.50)
C (-0.46, 0.42, -0.55)
H (1.71, -3.71, 5.20)
C (-2.48, 6.33, 0.61)
C (-3.24, 3.67, 0.87)
O (3.38, -4.35, -4.56)
C (3.63, -3.22, -3.70)
H (0.73, -1.41, -0.50)
H (-2.37, -4.29, 4.02)
C (-1.14, -3.19, 2.65)
H (0.30, -3.54, -3.22)
C (6.13, -2.81, -0.95)
H (-1.42, -0.01, -0.80)
C (3.57, 2.53, -1.76)
C (-2.07, -4.86, -1.18)
Br (-0.52, 0.93, 1.32)
H (-4.50, 0.62, 0.20)
C (-5.41, 1.07, 4.54)
H (-1.67, -5.79, 0.70)
C (-0.03, 3.56, -3.41)
H (1.71, 3.07, -0.84)
C (-2.36, 4.15, -3.44)
H (-1.60, 2.17, -3.02)
C (-5.66, -0.10, 3.85)
H (1.68, 0.07, -0.59)
H (-4.82, -1.72, 2.71)
C (0.31, 4.86, -3.72)
C (5.48, 2.46, -0.28)
C (-4.01, -0.05, -3.55)
C (-4.51, 1.18, -3.13)
C (-1.39, -3.90, 3.82)
C (-4.13, 1.60, 4.57)
H (0.74, -5.33, 0.64)
C (2.78, 2.93, -0.69)
H (-3.94, 2.53, 5.09)
H (-2.12, -4.06, -3.19)
H (3.13, 2.30, -2.72)
C (-3.76, -0.73, -1.28)
H (-3.14, -5.06, -1.14)
H (3.68, -3.56, -2.66)
C (-0.68, 5.79, -3.95)
H (2.66, -2.79, 0.77)
H (-4.73, 4.40, 2.24)
C (-1.52, -4.30, -2.33)
H (3.73, -4.94, 0.11)
H (0.31, -2.10, 1.50)
C (-4.64, -0.78, 3.21)
C (-1.36, 3.21, -3.24)
C (3.63, -2.78, 0.28)
H (2.81, -2.51, -3.76)
C (2.32, 0.47, 5.01)
H (-4.03, 6.77, 2.00)
C (-0.15, -4.08, -2.39)
H (-2.29, 7.38, 0.45)
H (3.83, -0.65, 0.26)
C (-4.36, 0.45, -0.86)
H (-2.09, 1.31, 3.95)
H (-0.61, -4.63, 5.65)
H (5.56, 2.02, -2.38)
C (4.28, -1.60, -0.01)
C (-0.37, -4.07, 4.75)
H (-2.79, 6.17, -4.01)
H (5.79, -3.22, -3.87)
H (2.59, -0.41, 5.59)
H (-3.39, 3.87, -3.28)
C (4.68, 2.85, 0.79)
H (5.97, -0.66, -0.91)
C (3.33, 3.09, 0.58)

---

(2)
Formula: C54H70N8O13
Source: the OMol25 dataset
Level of theory: wB97M-V/def2-TZVPD

Output
SMILES string: O=[N+]([O-])c1ccccc1.O=[N+]([O-])c1ccccc1.O=[N+]([O-])c1ccccc1.O=[N+]([O-])c1ccccc1.O=[N+]([O-])c1ccccc1.COC[C@H](C)N.COC[C@H](C)N.COC[C@H](C)N.c1ccccc1.c1ccccc1
Net charge: 0
2S+1: 1
HOMO in Eh: -0.3392

Geometry (Å):
C (-7.33, -5.50, -2.27)
H (-4.40, 6.78, -1.89)
N (-4.68, 8.56, -4.22)
H (-5.29, 9.29, -4.57)
H (2.05, -1.94, -1.28)
C (9.46, 2.62, -2.02)
C (8.14, 2.83, -2.36)
C (-3.94, 10.15, -2.46)
C (-0.54, -0.18, -0.07)
N (-3.75, -6.56, -3.03)
H (5.37, 7.34, -6.76)
C (-4.28, 12.52, -2.79)
H (10.10, -1.25, -5.93)
H (6.58, 0.32, -0.85)
C (-4.59, 8.80, -2.73)
C (-3.61, 1.15, 7.84)
N (3.13, -11.62, 2.14)
C (0.86, -11.02, 3.09)
H (0.35, -1.96, 0.55)
N (2.27, -7.00, 8.41)
C (-0.21, -10.11, 3.16)
C (-2.75, 2.89, 9.88)
H (-3.80, 10.18, -1.38)
O (3.23, -12.51, 2.94)
C (-5.86, -4.04, -1.05)
H (-0.43, -6.33, 8.58)
H (1.57, -7.60, 6.54)
C (2.06, 3.47, -7.96)
H (5.23, 6.95, -8.49)
H (7.91, 3.74, -2.90)
H (9.00, -0.20, -0.15)
H (1.56, 4.90, -6.51)
C (1.68, 4.85, -7.60)
H (-4.34, 4.16, 9.20)
C (7.11, 2.03, -1.86)
H (0.86, -11.96, 3.62)
C (-4.18, 2.40, 8.05)
H (-1.19, -0.14, 0.79)
C (-9.47, 2.88, 2.27)
H (-3.44, 12.67, -3.47)
H (3.07, -3.51, 5.69)
O (-3.95, -7.63, -3.59)
H (-5.57, 8.80, -2.25)
C (9.75, 1.48, -1.31)
H (-3.86, 12.63, -1.79)
C (10.31, -2.06, -5.25)
H (3.99, 7.96, -7.66)
H (4.37, -4.45, 5.02)
H (10.88, -5.04, -2.90)
H (1.05, -7.60, 1.25)
O (-4.83, 11.16, -2.88)
C (9.35, -3.79, -3.78)
H (2.70, -4.62, 4.40)
H (8.25, -2.25, -4.94)
H (1.30, 2.75, -7.64)
C (3.32, -4.49, 5.29)
H (-6.39, -7.08, -3.39)
H (3.02, 3.13, -7.59)
H (-2.47, 3.55, 10.69)
H (2.17, 3.40, -9.04)
H (-0.16, -8.10, 8.37)
H (-7.94, -3.81, -1.12)
C (2.09, -9.35, 1.79)
C (-3.82, 3.22, 9.09)
O (8.32, -5.02, -2.08)
C (-9.02, 5.15, 1.65)
H (2.09, 0.00, -2.85)
H (1.18, -4.66, 7.13)
H (-2.19, -0.26, 8.70)
C (-8.62, 3.80, 1.64)
O (-3.39, -0.69, 6.47)
C (1.99, -10.65, 2.35)
C (1.38, -6.85, 7.31)
H (-5.58, -3.29, -0.32)
C (-4.98, -5.90, -2.39)
H (2.12, 6.91, -8.26)
H (-8.30, -5.69, -2.69)
C (11.81, -3.58, -4.15)
H (12.42, -1.99, -5.59)
H (3.04, -9.13, 1.33)
O (-11.56, 7.38, 2.66)
C (-0.16, -8.90, 2.52)
H (-3.79, -4.48, -1.24)
N (8.15, -4.37, -3.10)
H (-0.10, 5.77, -7.58)
H (10.25, 3.22, -2.45)
C (-7.10, -4.42, -1.43)
C (-11.10, 4.56, 2.73)
C (-10.23, 5.57, 2.16)
C (-4.77, -4.78, -1.56)
C (10.66, -4.23, -3.58)
H (12.82, -3.94, -3.99)
H (-5.25, 7.73, -4.25)
H (2.08, -7.95, 8.69)
C (8.74, 0.63, -0.78)
C (-0.54, 0.97, -0.88)
O (-5.10, 0.62, 6.09)
C (1.39, -1.10, -1.14)
C (7.43, 0.92, -1.12)
C (-10.70, 3.28, 2.81)
H (-12.07, 4.73, 3.16)
C (-2.19, 1.64, 9.75)
O (3.93, -11.45, 1.21)
C (0.97, -8.51, 1.82)
N (0.38, 5.12, -8.19)
H (-0.80, -6.96, 7.13)
C (0.47, 1.01, -1.89)
H (-8.36, 5.84, 1.14)
C (1.37, -0.01, -2.04)
H (2.96, 5.70, -9.06)
C (2.62, 5.96, -8.05)
H (-9.27, 1.82, 2.23)
H (6.12, 2.42, -2.07)
H (-1.10, -8.37, 2.54)
O (-2.66, -6.00, -2.91)
C (-6.22, -6.25, -2.73)
O (3.81, 5.98, -7.25)
C (-2.63, 0.72, 8.77)
O (2.96, -5.54, 6.24)
C (9.22, -2.66, -4.67)
H (-1.30, 1.71, -0.70)
H (-5.06, 2.71, 7.51)
C (4.68, 7.12, -7.57)
C (-0.06, -7.11, 7.92)
C (11.64, -2.49, -5.03)
H (0.45, 1.82, -2.60)
H (3.20, -7.05, 8.01)
C (1.59, -5.53, 6.61)
H (-5.04, 13.29, -2.86)
N (-4.03, 0.34, 6.66)
H (-1.11, -10.45, 3.66)
H (-3.25, 7.92, -1.20)
C (-3.81, 7.68, -2.10)
H (-0.24, 4.33, -8.30)
O (7.04, -4.24, -3.62)
N (-10.64, 6.98, 2.02)
H (-3.05, 7.40, -2.82)
H (1.07, -5.52, 5.66)
H (-7.71, 3.51, 1.13)
H (-1.35, 1.32, 10.35)
C (0.38, -1.16, -0.18)
H (-11.29, 2.47, 3.21)
O (-9.96, 7.74, 1.30)
H (10.78, 1.32, -1.04)
H (-2.94, 10.20, -2.90)

---

(3)
Formula: C54H72FN8O5P
Source: the OMol25 dataset
Level of theory: wB97M-V/def2-TZVPD

Output
SMILES string: CCCCCCCCCCc1nc2c(CCCCOC=O)c(COCOCCO)cc([C@H](C)F)c2nc1[PH2]=N.c1ccncc1.c1ccncc1.c1ccncc1.c1ccncc1.c1ccncc1
Net charge: 0
2S+1: 1
HOMO in Eh: -0.3149

Geometry (Å):
H (1.76, 1.26, -3.60)
H (-7.60, 0.84, 2.37)
C (-4.63, -3.92, -2.24)
C (4.94, -1.55, 1.86)
H (-5.08, 1.28, -2.51)
H (0.74, -3.82, 0.35)
H (-2.22, 3.75, 3.62)
H (-4.83, -4.84, -2.78)
H (4.96, 3.15, 0.56)
N (-1.26, -1.50, -0.82)
H (-4.47, 2.86, -1.96)
C (-4.46, -4.52, 0.01)
C (-2.95, 0.15, -1.25)
H (6.75, -1.36, 3.03)
C (-0.42, -2.02, 0.04)
N (5.63, 5.99, 0.52)
H (6.57, 3.67, 2.12)
H (-3.30, 0.32, -3.34)
C (-8.31, -5.98, -5.26)
C (7.45, 4.26, 3.99)
C (5.03, -1.18, -0.65)
H (6.45, -2.25, 0.54)
H (2.14, -1.96, 2.22)
H (-5.16, -1.06, -3.18)
N (3.85, 1.45, 0.86)
C (3.99, 2.78, 0.86)
H (5.68, 7.79, -2.31)
H (4.11, -2.65, -1.90)
H (3.01, -0.40, 4.63)
H (0.57, -1.43, 3.74)
H (4.02, -0.77, 6.01)
C (1.74, 3.14, 1.56)
C (1.77, 0.47, -6.74)
C (0.40, -3.18, -0.46)
H (-4.30, -3.05, -4.12)
C (-3.94, -2.88, -3.11)
H (-4.04, -4.16, 0.95)
H (-5.93, 0.03, -0.44)
C (5.83, -1.36, 0.64)
C (6.75, 3.41, 3.15)
H (-7.66, -1.50, 0.64)
H (-7.10, -5.51, -2.30)
N (6.50, 1.81, 4.92)
C (7.66, 3.87, 5.31)
H (5.90, -0.21, 4.88)
C (-7.06, 0.38, 1.55)
O (-5.50, -5.12, 0.02)
H (3.15, 4.73, 1.17)
C (6.28, 6.84, 1.31)
H (4.87, 0.44, 3.61)
C (-2.72, 3.36, 2.74)
C (1.40, 0.82, -4.52)
H (4.89, 5.64, -1.35)
H (1.09, -2.42, -2.38)
C (5.13, -0.46, 4.16)
C (-7.30, -1.14, 1.60)
C (7.17, 2.64, 5.72)
H (5.74, -1.24, -1.47)
H (6.42, -0.47, 0.82)
C (-10.00, -4.95, -3.94)
H (6.43, 6.52, 2.33)
C (2.66, 0.97, 1.22)
C (6.55, 8.43, -0.45)
C (6.30, 2.20, 3.66)
C (-4.79, 1.87, -1.65)
H (-0.40, 0.02, -3.66)
H (4.36, -2.47, 1.78)
H (-1.16, -0.94, -5.83)
C (1.50, -2.75, -1.43)
H (-7.15, 0.61, -1.61)
C (0.58, -0.23, -6.88)
H (-4.64, -1.56, -1.60)
C (-4.31, -1.46, -2.63)
H (-7.96, -6.40, -6.20)
H (2.58, -0.11, 1.22)
H (4.02, -3.09, -0.23)
C (-3.71, 1.21, -0.83)
H (0.92, 3.79, 1.84)
H (5.56, -2.50, 3.68)
H (1.37, -4.31, 2.80)
H (7.82, 5.21, 3.63)
H (-3.10, 1.38, 3.38)
H (-0.30, -3.77, -1.04)
C (-3.49, 1.76, 0.46)
H (-2.21, -0.97, -2.91)
C (-1.82, 0.10, 0.92)
H (6.91, 9.38, -0.83)
C (5.87, 7.55, -1.28)
F (-1.11, 1.72, 3.19)
N (-7.44, -5.99, -4.26)
H (2.43, 0.62, -7.58)
H (4.21, -0.73, 1.89)
H (8.20, 4.51, 6.00)
H (2.08, -3.65, -1.66)
H (-2.87, -3.04, -3.08)
C (2.52, -1.69, -0.92)
C (-2.57, 1.23, 1.33)
H (2.18, -1.36, 0.06)
C (5.70, -1.53, 3.21)
H (-10.27, -5.49, -6.00)
C (-0.22, -0.40, -5.76)
O (-6.09, -1.81, 1.96)
C (-7.84, -5.48, -3.10)
H (3.69, -2.00, 4.79)
C (3.90, -0.95, 4.95)
C (0.19, 0.13, -4.56)
N (2.18, 0.99, -5.58)
H (-9.38, -4.56, -1.91)
O (-7.55, 0.95, 0.35)
C (2.97, 3.66, 1.20)
H (0.64, 1.31, 1.86)
H (-6.00, 0.59, 1.70)
C (-9.60, -5.48, -5.15)
H (4.58, -0.19, -0.68)
O (-5.94, 2.07, -0.83)
C (-1.98, -0.43, -0.37)
H (-11.00, -4.55, -3.81)
C (5.43, 6.35, -0.74)
H (-5.55, -3.49, -1.87)
H (5.76, 1.50, 3.04)
H (-8.04, -1.34, 2.37)
C (-9.10, -4.96, -2.88)
N (0.53, -3.77, 2.97)
H (-3.78, 3.55, 2.76)
C (3.93, -2.24, -0.91)
C (-2.40, 1.86, 2.70)
C (-6.62, 0.85, -0.68)
N (-0.94, -0.47, 1.78)
C (6.76, 8.07, 0.87)
C (1.58, 1.76, 1.58)
H (0.29, -0.63, -7.84)
P (0.83, -2.25, 2.63)
H (7.32, 2.30, 6.74)
C (-0.27, -1.51, 1.36)
C (-3.12, -0.47, -2.62)
H (-2.27, 3.82, 1.86)
H (-6.27, -2.41, 2.69)
H (7.29, 8.73, 1.55)
O (-3.79, -4.22, -1.10)
H (-4.11, 2.59, 0.74)
H (2.45, -0.83, -1.58)

---

Sequential total energy output: -12466.16356 -3515.15815 -3356.21299 a.u.